1.
Computed, not measured: the ion CBr3NP with charge +1, with ωB97M-V with the def2-TZVPD basis set.

The geometry in XYZ format:
```
6
Properties=species:S:1:pos:R:3
Br 0.21 3.40 -1.44
Br -1.45 -0.61 1.86
N 1.20 -2.24 0.21
Br 0.88 1.53 -0.31
P -1.09 -0.44 -0.31
C 0.25 -1.64 0.00
```

## Properties
Charge   +1
Calculated total energy   -8155.81427 a.u.
Orbital gap (alpha / beta)   5.42 / 6.30 eV
HOMO level (alpha / beta)   -0.4803 / -0.5638 Ha
2S+1   3



2.
Computed, not measured: a structure of composition CBr3O2S, with ωB97M-V with the def2-TZVPD basis set.

The geometry in XYZ format:
```
7
Properties=species:S:1:pos:R:3
C -1.77 -0.14 0.80
Br -3.39 -0.47 -0.20
O 2.50 -0.34 0.87
S 1.79 0.39 -0.14
Br -1.25 1.64 0.39
O 2.39 0.21 -1.43
Br -0.27 -1.29 -0.28
```

## Properties
Charge   -1
Calculated total energy   -8308.81893 a.u.
Orbital gap   7.36 eV
HOMO level   -0.1541 Ha
Relative energy (zero: lowest compared OMol25 entry of this formula, charge and spin)   13.24 kcal/mol



3.
Computed, not measured: an isolated molecule of CBrClS, with ωB97M-V with the def2-TZVPD basis set.

The geometry in XYZ format:
```
4
Properties=species:S:1:pos:R:3
Br -1.78 0.01 0.00
C 0.07 0.09 0.03
Cl 0.82 1.56 -0.01
S 0.89 -1.65 -0.01
```

## Properties
Charge   0
Calculated total energy   -3470.41837 a.u.
Orbital gap (alpha / beta)   7.45 / 7.45 eV
HOMO level (alpha / beta)   -0.3341 / -0.3341 Ha
Relative energy (zero: lowest compared OMol25 entry of this formula, charge and spin)   23.57 kcal/mol



4.
Computed, not measured: a cluster of 2 separate species, CBrFNO2 in total, with ωB97M-V with the def2-TZVPD basis set.

The geometry in XYZ format:
```
6
Properties=species:S:1:pos:R:3
Br -0.19 -2.97 -1.65
C 0.54 0.43 0.46
N -0.66 0.14 -0.16
O 1.53 0.89 0.08
O 0.07 0.20 1.65
F -1.28 1.31 -0.39
```

## Properties
Charge   -1
Calculated total energy   -2917.13371 a.u.
Orbital gap (alpha / beta)   6.74 / 4.33 eV
HOMO level (alpha / beta)   -0.1799 / -0.1433 Ha
Relative energy (zero: lowest compared OMol25 entry of this formula, charge and spin)   47.96 kcal/mol